The following is a quantum chemistry calculation of an isolated molecule of H3ISi at a distorted geometry, from the OMol25 dataset.

frontier orbital gap: 9.481 eV
SMILES: [SiH3]I
relative energy (zero: lowest compared OMol25 entry of this formula, charge and spin): 8.67 kcal per mole
total energy: -588.97612 hartree

Bonds (Å) are listed after each position.
CARTESIAN COORDINATES (ANGSTROEM)
1 Si -0.293 -0.012 0.094  I2 2.661, H3 1.503, H4 1.541, H5 1.399
2 I 2.334 0.245 -0.239  Si1 2.661
3 H -0.888 1.201 0.755  Si1 1.503
4 H -0.823 -0.179 -1.343  Si1 1.541
5 H -0.330 -1.255 0.734  Si1 1.399